Record 1
{"formula": "C10H13N", "method": "ωB97M-V with the def2-TZVPD basis set", "elements": ["N", "C", "C", "C", "C", "C", "C", "C", "C", "C", "C", "H", "H", "H", "H", "H", "H", "H", "H", "H", "H", "H", "H", "H"], "positions_angstrom": [[-3.131126, -0.986187, -0.091389], [-1.796079, -0.335542, -0.376590], [-1.463346, 1.163294, -0.519716], [-0.393442, 1.702663, 0.448992], [0.982518, 0.691034, 0.496352], [2.258981, 1.114877, 0.036393], [3.245737, 0.127933, -0.209935], [2.772730, -1.195083, -0.238569], [1.545414, -1.625858, 0.029976], [0.534921, -0.604981, 0.521189], [-0.892643, -0.965407, 0.625127], [-3.590383, -0.508086, 0.679775], [-3.731900, -0.568193, -0.822987], [-1.417622, -0.715228, -1.284076], [-0.787739, 1.313959, -1.312314], [-2.284127, 1.874908, -0.560760], [-0.473131, 1.632516, 1.550912], [-0.139141, 2.659364, -0.017944], [2.247838, 2.113427, -0.188888], [4.208656, 0.473153, -0.381224], [3.325991, -2.080391, -0.589002], [1.193410, -2.659299, -0.191515], [-1.074882, -2.108043, 0.821483], [-1.140642, -0.514832, 1.574705]], "atomic_forces_ev_per_a": [[-0.3810, 2.5630, -1.6871], [-0.0752, -0.9874, 0.4429], [0.2681, -0.0153, 2.1579], [3.0116, -1.7176, 1.6699], [-2.9080, 1.7708, -2.2825], [-0.8722, -3.9617, 1.0579], [-3.4062, 1.1637, 0.7472], [2.7352, -1.4376, -0.8888], [-5.0011, 1.9029, 1.8206], [3.4464, -3.1193, -2.3655], [0.4758, -1.6362, 2.7195], [0.5002, -0.1207, 0.7545], [0.0962, -0.8506, -0.0850], [-0.3958, -0.9389, -1.5158], [-0.3005, -0.2702, -2.2907], [-0.2551, -0.1791, -0.1221], [-1.2264, 1.1481, -0.4905], [0.3121, 0.1857, 1.0583], [1.1174, 2.4676, -0.3286], [1.7556, -0.0359, -0.7084], [0.9291, 1.0043, 0.0655], [0.4748, 0.8847, 0.4137], [0.3917, 2.1328, -0.9281], [-0.6926, 0.0472, 0.7853]], "nbo_charge": [-0.796, -0.069, -0.434, -0.421, -0.008, -0.212, -0.211, -0.244, -0.186, -0.016, -0.429, 0.344, 0.345, 0.186, 0.216, 0.218, 0.216, 0.210, 0.207, 0.216, 0.215, 0.213, 0.235, 0.204], "fmax_ev_per_a": 5.65, "homo_lumo_gap_ev": 9.718, "smiles": "N[C@H]1CCc2ccccc2C1"}

=====

Record 2
{"formula": "C3H3Cl2FS", "method": "ωB97M-V with the def2-TZVPD basis set", "elements": ["C", "C", "S", "C", "F", "Cl", "Cl", "H", "H", "H"], "positions_angstrom": [[0.748860, -1.123189, 0.052475], [0.472146, 0.334742, -0.127012], [1.662926, 1.307215, -0.432352], [-0.902099, 0.841590, 0.155200], [-1.437499, 0.402284, 1.373379], [-1.001980, 2.559923, -0.153638], [-1.955167, 0.000924, -0.990443], [1.824869, -1.219393, 0.221219], [0.453268, -1.541628, -0.896483], [0.134672, -1.562470, 0.797653]], "atomic_forces_ev_per_a": [[0.1622, 0.6649, -0.7343], [0.4841, -0.8789, 1.7648], [1.6400, 1.2758, -0.7189], [-1.6515, -0.6935, -0.1882], [1.3234, 1.2401, -0.6582], [-0.7650, 0.1082, 0.8625], [-0.4728, -0.1966, -0.7930], [-0.4369, -0.3628, -0.0034], [0.1369, -0.6841, -0.3674], [-0.4206, -0.4731, 0.8360]], "nbo_charge": [-0.676, -0.194, 0.185, 0.233, -0.328, 0.056, -0.001, 0.246, 0.245, 0.235], "fmax_ev_per_a": 2.20, "homo_lumo_gap_ev": 8.286, "smiles": "CC(=S)C(F)(Cl)Cl"}

=====

Record 3
{"formula": "C19H16N4O2PdS", "method": "ωB97M-V with the def2-TZVPD basis set", "elements": ["Pd", "C", "C", "N", "N", "C", "O", "C", "C", "C", "C", "C", "C", "C", "C", "C", "C", "C", "N", "H", "H", "H", "H", "H", "H", "H", "H", "H", "H", "H", "H", "O", "N", "C", "C", "C", "C", "C", "S", "H", "H", "H", "H"], "positions_angstrom": [[0.413613, -0.630422, -1.066460], [3.169911, 0.588375, 2.408513], [2.475256, 0.064272, 1.191269], [1.373284, 0.492080, 0.717429], [0.705129, 1.543490, 1.224308], [-0.084264, 1.994929, 0.241734], [-0.104604, 1.575290, -0.949413], [-0.999855, 3.121478, 0.599356], [-0.843088, 3.834819, 1.783156], [-1.709335, 4.873763, 2.088395], [-2.739745, 5.201479, 1.217294], [-2.900957, 4.487840, 0.037159], [-2.030006, 3.454551, -0.273835], [3.070526, -0.984012, 0.341758], [4.190103, -1.709738, 0.739802], [4.744677, -2.637965, -0.119672], [4.197212, -2.802791, -1.382810], [3.094172, -2.043646, -1.720004], [2.531169, -1.168204, -0.885114], [2.627118, 1.457274, 2.770605], [4.201694, 0.872566, 2.191486], [3.190833, -0.162479, 3.202741], [-0.040379, 3.563282, 2.454450], [-1.580514, 5.430604, 3.007963], [-3.412869, 6.015371, 1.455990], [-3.704437, 4.741055, -0.643081], [-2.128666, 2.891048, -1.191894], [4.612379, -1.537914, 1.719459], [5.601569, -3.222922, 0.188401], [4.608683, -3.502128, -2.095755], [2.637370, -2.123714, -2.697561], [-1.591341, -0.565107, -1.298748], [-2.257806, -1.719613, -1.319854], [-3.606827, -1.623868, -1.320978], [-4.385159, -2.742698, -1.387483], [-3.761969, -3.994693, -1.454628], [-2.393727, -4.065136, -1.446117], [-1.615039, -2.899648, -1.370188], [0.103367, -2.909042, -1.310952], [-3.973029, -0.610036, -1.270116], [-5.459313, -2.637950, -1.382695], [-4.352351, -4.898880, -1.505956], [-1.872785, -5.010975, -1.487959]], "atomic_forces_ev_per_a": [[-0.4987, -1.5660, -0.8362], [0.0270, -0.0333, 0.0067], [0.0567, -0.1511, 0.0178], [0.0789, 0.6879, 0.5323], [0.1655, -0.2402, -0.1411], [-0.1880, 0.2411, -0.1586], [0.2373, -0.1011, 0.1947], [0.0386, -0.0493, -0.0162], [-0.0333, 0.0066, 0.0408], [0.0085, -0.0134, -0.0007], [0.0016, 0.0037, -0.0097], [0.0070, -0.0063, 0.0044], [-0.0004, 0.0318, -0.0020], [0.0790, 0.1449, -0.0069], [0.0830, -0.0203, -0.0712], [0.0269, 0.0123, 0.0359], [0.0209, 0.0420, -0.0317], [-0.0017, 0.0890, -0.0990], [-0.5171, 0.1172, 0.3739], [-0.0027, 0.0095, -0.0003], [-0.0050, 0.0088, -0.0036], [0.0041, 0.0039, 0.0026], [0.0042, 0.0039, -0.0086], [0.0012, 0.0009, -0.0002], [-0.0076, -0.0055, 0.0027], [0.0025, 0.0031, -0.0038], [0.0008, 0.0015, 0.0003], [-0.0306, -0.0256, 0.0132], [0.0031, 0.0034, -0.0023], [0.0044, 0.0122, -0.0101], [-0.0538, -0.0631, 0.0362], [0.2588, 0.3452, 0.2324], [0.0107, -0.0879, -0.0806], [0.0104, 0.0325, -0.0169], [0.0026, -0.0376, 0.0113], [-0.0110, 0.0438, 0.0087], [0.0215, -0.0106, -0.0057], [0.0417, 0.0128, 0.0210], [0.1558, 0.5639, -0.0221], [0.0123, 0.0029, 0.0078], [-0.0033, -0.0120, -0.0068], [-0.0055, 0.0001, -0.0037], [-0.0063, -0.0013, -0.0048]], "nbo_charge": [0.902, -0.681, 0.145, -0.271, -0.475, 0.588, -0.704, -0.046, -0.199, -0.222, -0.212, -0.211, -0.207, 0.209, -0.248, -0.139, -0.274, 0.064, -0.439, 0.258, 0.218, 0.220, 0.233, 0.209, 0.208, 0.206, 0.235, 0.228, 0.222, 0.229, 0.219, -0.529, 0.014, 0.033, -0.260, -0.166, -0.229, 0.029, -0.102, 0.244, 0.235, 0.228, 0.236], "fmax_ev_per_a": 1.84, "homo_lumo_gap_ev": [7.144, 7.143]}

=====

Record 4
{"formula": "C4H16N2O2", "method": "ωB97M-V with the def2-TZVPD basis set", "elements": ["N", "C", "C", "C", "C", "N", "H", "H", "H", "H", "H", "H", "H", "H", "H", "H", "H", "H", "O", "H", "H", "O", "H", "H"], "positions_angstrom": [[1.677933, 1.562107, -0.324750], [1.485142, 0.151231, 0.073779], [0.146646, -0.165432, 0.725505], [0.164962, -0.087947, 2.270319], [-0.962066, 0.696744, 2.909421], [-2.297659, 0.141716, 2.648949], [1.192558, 1.775819, -1.187792], [1.296499, 2.162718, 0.396956], [1.697827, -0.437886, -0.815318], [2.267704, -0.040640, 0.761489], [-0.659507, 0.436549, 0.293864], [-0.208558, -1.153325, 0.408226], [1.148831, 0.248479, 2.596125], [0.082250, -1.120063, 2.632741], [-0.795333, 0.732434, 3.987040], [-0.988439, 1.731829, 2.574845], [-2.624030, 0.496729, 1.762281], [-2.272395, -0.869064, 2.639995], [0.990243, 0.216185, -5.460085], [1.803346, 0.601569, -5.106566], [1.301475, -0.390004, -6.139828], [-1.588041, -2.576796, -2.417468], [-0.778064, -2.359601, -2.883788], [-2.081321, -1.753347, -2.345931]], "atomic_forces_ev_per_a": [[-0.0262, -0.1546, 0.1285], [-0.4098, 1.0728, -0.9121], [-0.7119, -0.6088, -0.1938], [0.0216, -0.5492, -0.5713], [-0.2890, -0.1194, 0.1901], [0.3061, 0.4645, 0.2086], [-0.1282, -0.0513, 0.1182], [0.0477, 0.1376, -0.0804], [-0.1967, -0.2217, -0.0236], [0.8233, -0.5203, 0.7660], [0.2283, 0.5585, 0.1064], [0.3859, -0.1672, 0.1911], [-0.0024, 0.2813, 0.1530], [0.0854, 0.0993, 0.1722], [-0.0290, -0.0194, 0.0878], [0.1531, 0.1442, -0.1027], [-0.1760, -0.3476, -0.1077], [-0.0965, -0.0130, -0.1574], [0.2995, 0.0277, 0.0995], [-0.2193, -0.0307, -0.0397], [-0.0824, -0.0114, -0.0279], [-0.1363, -0.0779, 0.1568], [0.0522, 0.1276, -0.0853], [0.1006, -0.0206, -0.0763]], "nbo_charge": [-0.833, -0.215, -0.438, -0.418, -0.213, -0.833, 0.349, 0.346, 0.189, 0.183, 0.193, 0.216, 0.203, 0.198, 0.185, 0.182, 0.353, 0.352, -0.939, 0.470, 0.469, -0.940, 0.472, 0.469], "fmax_ev_per_a": 1.47, "homo_lumo_gap_ev": 9.736, "smiles": "NCCCCN.O.O"}

=====

In kJ/mol, the relative energy (zero: lowest compared OMol25 entry of this formula, charge and spin) values for the records above are, in order, 272.60; 39.36; 42.25; 73.87.